[1]
A 2-piece molecular cluster, C4H8NO3 overall at a distorted geometry. Source: the OMol25 dataset; level of theory: wB97M-V/def2-TZVPD.

XYZ file:
```
16
Properties=species:S:1:pos:R:3:forces:R:3
C -1.829490 -0.976639 1.595223 -0.720 0.649 0.270
C -1.828900 0.559844 1.646789 -0.660 -0.667 -0.653
O -2.277023 1.133200 2.626106 0.453 0.300 0.288
N -1.405387 1.150083 0.504991 0.100 -0.137 0.506
H -1.112288 -1.290811 2.349831 0.213 -0.277 -0.227
H -1.649075 -1.377759 0.599550 0.329 -0.046 0.157
H -1.084249 0.538371 -0.241556 0.677 0.426 -0.080
H -0.924182 2.038427 0.580152 -0.403 -0.079 -0.207
H -2.815401 -1.301253 1.941597 0.116 -0.030 -0.028
C 2.597774 -0.546071 -1.582713 -0.548 0.194 0.268
C 1.527947 0.569331 -1.709794 0.060 -0.135 -0.560
O 1.932053 1.657836 -2.158929 0.006 0.094 0.243
O 0.341453 0.236328 -1.447976 -0.070 -0.114 0.178
H 2.889245 -0.806430 -2.597487 0.154 -0.155 -0.040
H 2.174665 -1.406771 -1.064759 0.090 -0.096 -0.100
H 3.462855 -0.177684 -1.041025 0.204 0.075 -0.014
```
Forces are in eV/Å.

**E**: -437.791808 Eh
**Orbital gap**: 8.27 eV
**E_LUMO**: 3.78 eV
**HOMO energy**: -4.5 eV
**Energy relative to the best compared isomer or geometry (same formula, charge and spin)**: 0.372 eV
**F_max**: 1.1 eV/Å
**Total charge**: -1

Per-atom natural (NBO) charges, elementary charge units: -0.7156, 0.6772, -0.6661, -0.8234, 0.2251, 0.2217, 0.4481, 0.3974, 0.2135, -0.7350, 0.7739, -0.7718, -0.8381, 0.2028, 0.1929, 0.1974

[2]
A 14-piece molecular cluster, C45H99O38S8 overall at a distorted geometry. Source: the OMol25 dataset; level of theory: wB97M-V/def2-TZVPD.

XYZ file:
```
190
Properties=species:S:1:pos:R:3:forces:R:3
C 0.512701 -0.761964 0.557504 -0.120 1.114 -0.502
O -0.242775 -1.482079 -0.333414 0.313 0.008 0.244
H 0.423163 -1.011288 1.624701 -0.189 -0.564 0.337
H 1.623154 -0.823213 0.373334 -0.419 0.125 -0.072
H 0.240694 0.355523 0.573744 0.460 -0.781 -0.181
C -2.014054 6.151922 -0.620577 1.086 -0.818 -0.140
C -0.543778 6.082638 -1.015528 1.873 0.822 -1.096
C 0.160042 6.838061 0.166920 -0.646 0.140 -1.327
O -0.838653 7.742181 0.662066 -0.244 -0.005 -0.339
C -2.068074 7.549109 -0.083935 0.271 -0.298 1.658
H -2.229186 5.334330 0.069337 -0.208 0.372 0.362
H -2.649698 6.055100 -1.464243 -0.671 -0.243 -0.836
H -0.373845 6.673752 -1.954406 -0.362 0.036 0.781
H -0.010807 5.158053 -1.337043 -0.906 0.002 0.921
H 1.040707 7.421088 -0.166877 -0.341 -0.409 0.254
H 0.412272 6.155541 0.963624 0.302 -0.280 0.344
H -2.142928 8.269118 -0.878547 -0.018 0.440 -0.430
H -2.868600 7.698331 0.640567 -0.173 0.145 -0.130
O 2.756318 0.681930 6.764631 0.655 -0.429 0.283
S 1.682480 0.596202 5.839306 -1.617 0.898 -0.540
O 1.701703 -0.118038 4.606821 0.795 -0.614 -0.202
O 0.403895 -0.006776 6.517491 -0.701 0.222 1.029
C -0.040251 0.419199 7.859760 0.261 0.520 0.235
C -1.117567 -0.563735 8.321599 0.235 0.962 0.020
C 1.224791 2.232229 5.379902 -0.117 0.381 -0.131
H -0.376063 1.501209 7.863269 0.126 -1.199 -0.429
H 0.832120 0.382899 8.518000 -0.029 -0.089 -0.095
H -1.524709 -0.214044 9.300037 0.350 -0.435 -0.680
H -0.690465 -1.558898 8.375256 0.018 -0.127 0.276
H -1.909104 -0.595372 7.584569 -0.295 0.014 -0.077
H 1.819757 2.974802 5.879236 0.796 0.162 -0.272
H 0.243707 2.507351 5.655498 -1.459 -0.260 0.719
H 1.151898 2.271530 4.300819 0.729 0.145 -0.231
O -2.039334 4.026298 4.677904 -0.229 -0.813 1.291
S -1.968537 4.553164 3.364122 0.428 0.630 -1.321
O -1.332766 3.783084 2.329095 0.022 0.618 0.446
O -3.446774 4.884845 2.817411 0.898 0.630 0.569
C -4.575738 4.455780 3.609065 -1.307 -0.491 -0.952
C -4.790558 2.980781 3.335641 0.934 0.087 1.591
C -1.299338 6.218701 3.538489 -1.881 -0.437 -1.017
H -5.472432 5.009468 3.238327 0.976 -0.014 0.158
H -4.472475 4.646888 4.678537 0.383 0.120 -0.167
H -3.904545 2.437873 3.752981 -1.072 0.052 -0.257
H -4.902779 2.724244 2.311752 0.065 0.123 -1.048
H -5.720395 2.722855 3.818864 -0.128 -0.577 0.439
H -0.283583 6.292205 3.898198 0.156 -0.299 -0.210
H -2.014540 6.645952 4.229435 0.126 0.201 0.482
H -1.542467 6.694617 2.581215 0.844 0.130 0.060
O 4.580094 4.928382 1.394583 -0.483 -1.495 0.259
S 4.069492 3.576436 1.197658 0.028 1.597 -0.255
O 4.609820 2.843465 0.092453 0.518 -0.527 0.303
O 4.130446 2.756280 2.599438 1.605 0.281 -0.896
C 5.540252 2.526135 3.089161 -0.143 2.571 1.294
C 5.383738 1.824890 4.401316 -0.125 1.115 0.767
C 2.321750 3.624492 1.009953 0.494 -1.554 0.666
H 6.087487 3.536528 3.222251 -1.124 -1.467 -0.493
H 6.091360 1.907003 2.434711 0.328 -0.548 -1.200
H 4.762425 2.367646 5.111355 -0.334 0.191 -0.230
H 6.289859 1.673423 4.971659 0.596 -0.138 -0.418
H 4.930585 0.904795 4.195917 -0.654 -1.574 0.086
H 2.052117 4.454765 0.416908 -0.170 0.889 -0.632
H 2.033755 3.726229 2.029699 -0.938 0.322 0.691
H 1.934939 2.679215 0.601140 0.241 0.334 0.066
O 6.414267 -0.900850 1.278718 2.466 -0.088 0.939
S 5.596237 -1.373311 0.230032 -0.578 0.679 -0.629
O 5.751223 -2.558709 -0.535998 0.643 -0.633 0.193
O 4.223467 -1.443708 0.871230 -2.554 -0.988 0.811
C 3.868103 -0.770945 2.116243 -1.012 0.369 -0.395
C 4.078949 -1.583410 3.353304 0.414 -1.285 0.918
C 5.393758 -0.083475 -0.878914 0.331 0.982 -0.655
H 2.783442 -0.637647 1.962988 0.536 0.326 0.216
H 4.385573 0.189508 2.144263 -0.169 -0.098 -0.016
H 3.643428 -1.092969 4.241821 -0.055 -0.115 -0.735
H 5.141812 -1.702809 3.618154 -0.244 -0.196 -0.440
H 3.593805 -2.601613 3.266266 0.585 1.055 0.016
H 5.318652 0.869624 -0.413391 0.238 0.622 0.927
H 4.484763 -0.128389 -1.418852 -0.847 -0.761 -0.764
H 6.232130 -0.046511 -1.542785 0.490 -0.151 -0.488
O -4.099688 -0.441570 3.796773 -0.760 0.538 0.261
S -2.838617 -1.046533 4.037173 1.480 -0.895 -2.390
O -2.501504 -1.655051 5.279492 -0.202 0.027 0.609
O -2.635738 -2.226281 2.972568 0.480 0.053 1.014
C -2.640101 -2.065823 1.517678 -0.264 0.302 0.640
C -2.817351 -3.442841 0.991477 0.223 -1.095 0.203
C -1.533051 0.049003 3.536672 0.507 -1.176 1.178
H -1.721177 -1.632862 1.104938 -0.011 0.096 0.322
H -3.515083 -1.452962 1.324039 -0.100 0.161 -0.467
H -3.676490 -3.926902 1.409209 -0.633 -0.175 0.509
H -1.984517 -4.148205 1.118883 0.160 0.582 0.261
H -3.005310 -3.430122 -0.046014 -0.110 0.329 -1.439
H -1.700375 0.447375 2.581902 -0.373 0.299 -1.520
H -0.569652 -0.490219 3.589618 -0.566 0.283 -0.008
H -1.538293 0.862025 4.218997 0.062 0.776 0.826
O 0.676280 -6.374716 4.734990 0.255 -0.320 -0.239
S 0.041336 -5.739605 5.845721 0.727 1.397 -0.324
O 0.044683 -6.361324 7.132374 -0.202 0.233 -0.199
O 0.691937 -4.283115 6.051765 -0.107 -0.168 1.056
C 1.374811 -3.488978 5.044394 -1.454 -0.695 -0.865
C 0.460468 -3.242292 3.815636 0.876 0.815 0.512
C -1.585371 -5.270719 5.354918 0.841 -1.246 -0.441
H 2.198477 -4.065301 4.705308 0.985 -0.592 -0.227
H 1.783174 -2.578579 5.536470 -0.839 -0.615 -0.279
H 0.166074 -4.116234 3.212305 0.181 0.061 0.711
H 1.114898 -2.669671 3.168384 -0.094 0.431 -0.447
H -0.403846 -2.619993 4.066137 0.142 -0.323 -0.036
H -1.522187 -4.889742 4.346426 -0.112 0.173 -0.091
H -1.918565 -4.561992 6.047513 -0.718 1.106 0.897
H -2.152728 -6.185081 5.393837 -0.433 -0.248 -0.038
O 1.822788 0.399252 -6.987724 -0.629 0.322 0.243
S 1.525154 -0.989153 -7.105776 1.380 0.098 2.807
O 2.126519 -1.677481 -8.178322 0.358 -1.244 -1.228
O 2.033823 -1.639092 -5.657654 -0.638 0.297 -1.140
C 2.665141 -2.961422 -5.702691 -0.262 0.412 0.230
C 4.119648 -2.786559 -6.052156 0.360 -1.884 0.681
C -0.167793 -1.346379 -7.041594 -1.044 0.819 -1.375
H 2.083188 -3.597277 -6.397625 0.667 0.299 0.012
H 2.563657 -3.435121 -4.732675 -0.330 0.343 0.343
H 4.793821 -2.235096 -5.396738 -0.712 0.199 0.576
H 4.143927 -2.303610 -6.978294 0.475 0.357 -1.696
H 4.549482 -3.813304 -6.067139 -0.095 0.597 -0.483
H -0.330759 -2.399484 -6.950048 0.209 -0.725 0.272
H -0.527156 -1.100876 -8.089693 0.116 0.138 1.379
H -0.660236 -0.811180 -6.220884 0.111 0.041 -0.411
O 0.282050 1.957799 -1.477869 0.150 -0.105 -0.113
S 0.803939 1.446493 -2.715746 -1.072 1.762 -0.396
O -0.073099 1.344372 -3.844721 -0.056 -0.238 -0.017
O 1.952477 2.459596 -3.078637 0.381 0.017 0.232
C 2.526585 2.393367 -4.386837 -1.001 -0.611 -2.178
C 3.712504 3.322117 -4.409844 -2.151 -0.189 -1.878
C 1.593999 -0.002868 -2.407148 1.167 -1.407 -0.022
H 1.727067 2.683772 -5.162865 1.137 0.078 1.252
H 2.737305 1.377103 -4.744182 0.182 -0.147 0.728
H 4.533616 3.089628 -3.808170 1.273 -0.619 0.683
H 3.234078 4.186472 -4.073328 -0.109 1.983 0.877
H 3.892243 3.534667 -5.466511 0.721 -0.264 0.155
H 2.159238 -0.476826 -3.237860 -0.619 0.495 0.401
H 0.818480 -0.612239 -1.978987 -0.773 -0.990 0.056
H 2.189960 0.178326 -1.532171 0.721 0.181 0.245
C -1.356894 -5.400935 -3.351986 1.281 -0.505 2.418
C -2.005314 -4.055105 -3.237944 -0.766 -0.205 1.766
C -1.115710 -2.788199 -3.089413 -0.530 -0.882 -0.455
O -1.698013 -1.940249 -4.064144 -0.396 0.835 -1.326
C -2.703594 -2.518214 -4.743554 -0.648 0.653 -0.610
O -3.391131 -1.943746 -5.563189 1.021 -0.621 0.794
O -2.859111 -3.802857 -4.396422 0.671 0.337 0.693
H -0.620411 -5.509798 -4.129044 -0.026 -0.156 -0.576
H -2.071107 -6.199415 -3.244108 -0.603 -0.261 -1.030
H -0.803656 -5.669896 -2.380918 -0.304 1.048 -1.090
H -2.648041 -4.117233 -2.325690 0.016 0.188 -0.839
H -0.091230 -3.055284 -3.351890 0.100 0.440 0.023
H -1.190321 -2.203707 -2.165176 0.351 -0.799 0.290
C 2.369350 -5.471498 1.008287 0.109 -1.255 -1.262
C 1.588432 -5.082906 -0.237195 0.524 -0.016 -0.608
C 1.895643 -3.741375 -0.937599 1.879 -0.772 -0.204
O 1.835490 -4.112927 -2.357178 0.095 -0.078 0.743
C 2.086431 -5.435259 -2.454944 -0.366 0.327 -0.366
O 2.309090 -5.976128 -3.498307 0.054 -0.170 0.107
O 1.996262 -6.036569 -1.264007 -0.094 -0.049 -0.102
H 2.234166 -4.755514 1.759164 -0.170 1.010 1.307
H 3.425915 -5.560434 0.749663 0.033 0.364 -0.024
H 2.102909 -6.482389 1.373672 -0.276 0.649 -0.160
H 0.514969 -5.172035 -0.132982 -0.344 -0.183 0.259
H 2.969264 -3.461758 -0.748299 -0.986 0.001 -0.010
H 1.202418 -2.932525 -0.783317 -0.504 0.403 0.360
C -4.807919 1.323641 -6.824610 0.328 0.121 -0.293
C -4.883053 0.090907 -7.681264 -2.700 -1.332 -0.693
C -5.922615 -0.929570 -7.069695 -0.264 0.393 -0.316
O -6.696163 -1.417431 -8.207269 0.875 0.343 1.380
C -6.410192 -0.668229 -9.262977 -1.180 0.086 -1.051
O -6.965595 -0.834209 -10.308922 0.077 0.019 -0.539
O -5.537779 0.303688 -9.042001 1.021 0.625 1.718
H -4.576308 1.054947 -5.773997 0.215 0.072 -0.682
H -5.797297 1.771844 -6.799358 -0.122 0.131 -0.079
H -4.101162 2.048838 -7.244621 -0.055 -0.113 0.388
H -3.996747 -0.422838 -8.000271 0.803 0.054 0.618
H -6.621008 -0.473657 -6.320389 0.632 -0.188 -0.759
H -5.451557 -1.790337 -6.642341 0.348 -0.250 0.381
C -2.770613 2.368827 -0.158220 1.152 -0.534 0.053
C -2.796240 1.704755 -1.492345 0.422 1.183 -1.658
C -2.683440 0.226917 -1.609760 -0.169 -2.262 0.771
O -4.032648 -0.243032 -1.801313 -0.422 1.272 0.100
C -4.763025 0.816115 -2.225227 0.603 -0.271 -0.063
O -5.878358 0.670960 -2.604012 -0.618 0.745 -0.263
O -4.032964 1.989324 -2.191868 -1.324 -1.652 0.210
H -3.256162 3.326256 -0.250554 -0.037 0.437 0.067
H -1.670881 2.503476 0.067044 -1.377 -0.206 0.384
H -3.333910 1.759344 0.545111 0.266 0.048 0.511
H -2.052604 2.164217 -2.127204 0.335 0.095 -0.030
H -2.335404 -0.319276 -0.730294 0.472 0.447 0.000
H -2.176690 -0.194106 -2.468466 0.685 0.677 -0.212
```
Forces are in eV/Å.

**E**: -7818.592532 Eh
**Orbital gap**: 6.98 eV
**E_LUMO**: 1.25 eV
**HOMO energy**: -5.7 eV
**F_max**: 3.1 eV/Å
**Total charge**: -1

These are the Mulliken partial charges, in e, on atoms 1 to 99: 2.4143, -0.3809, -0.6399, -0.8268, -0.5715, 0.6463, -0.4128, -0.2222, -0.5218, -0.7096, -0.7821, 0.5982, 0.3204, 0.0321, 0.3773, 0.0881, 0.3758, 0.3004, -0.8542, 1.2757, -0.3987, 0.0530, -0.4392, -0.9786, -1.2326, 0.3042, 0.3625, 0.3763, 0.2789, 0.1857, 0.5752, 0.5194, 0.0664, -0.6536, 0.7283, 0.0487, -0.2477, -0.3811, -0.6888, -1.0964, 0.3500, 0.3190, 0.0145, 0.1766, 0.4926, 0.3302, 0.3746, 0.1971, -0.6964, 1.0160, -0.6960, 0.0539, -0.5201, -0.6319, -0.3897, 0.3566, 0.3481, 0.2782, 0.4703, -0.2557, 0.2932, 0.1224, -0.0162, -0.6407, 1.2804, -0.7015, -0.2974, 1.5572, -1.2121, -0.2609, -0.4101, -0.3493, 0.0615, 0.5205, 0.0743, 0.0991, -0.1825, 0.5302, -0.6810, 0.9410, -0.5523, -0.3361, 1.3466, -1.6006, 0.1227, -0.7507, 0.5614, 0.5548, 0.1246, 0.0888, -0.2823, -0.4626, 0.5859, -0.6073, 1.1761, -0.6615, -0.4112, -0.6558, 0.5152

- The highest HOMO energy belongs to which entry?
  C4H8NO3

- Look up the total charge of the first one.
  -1

- Which of these has the lowest HOMO energy?
  C45H99O38S8